1.
# C28H37Cl3GeMnN3O3P

A molecular structure, C28H37Cl3GeMnN3O3P (ωB97M-V/def2-TZVPD, the Open Molecules 2025 dataset).

Values from the calculation:
ΔE to the lowest compared entry with this formula, charge and spin	0.000	eV
HOMO level (alpha / beta)	-10.925 / -10.925	eV
total energy	-6428.93819	hartree
net charge	+1
HOMO-LUMO gap (alpha / beta)	0.2544 / 0.3015	Ha
expectation value of S²	6.21
spin multiplicity	5

Geometry (Å):
H (0.3275, -2.7644, -1.6192)
C (-2.1043, 2.7995, -1.7929)
H (1.6020, 3.3026, 1.3239)
C (-2.0272, -5.4469, -0.5547)
C (-1.5628, -0.9045, -1.6651)
O (-1.7317, -1.1798, -0.3511)
C (-0.2612, -0.5096, -2.0379)
H (4.3572, -1.0590, 4.5282)
H (-0.7910, 0.0963, -5.3291)
H (3.3186, -3.5263, 0.1275)
C (2.7334, -5.4061, 0.9886)
H (-4.0185, 3.2218, -0.8489)
C (-3.0028, -1.6573, 0.0643)
C (-0.0499, 5.3437, -1.6364)
N (0.7360, -0.3879, -1.0325)
C (-0.5644, 4.7715, -0.3177)
H (-2.3041, 1.7288, -1.8933)
C (2.3419, 2.2216, 3.0143)
H (0.1782, 4.9027, 0.4739)
H (3.7248, -5.6366, 1.3515)
C (1.2325, -3.9033, -0.1423)
C (-3.4084, 3.5842, -1.6758)
H (2.1236, -2.1099, 1.2877)
H (-3.5562, -1.2898, -2.3724)
C (-2.2687, -0.6082, -3.9440)
N (0.9558, -2.6925, -0.8314)
C (1.8130, 2.3244, 1.7404)
C (0.0052, -0.1481, -3.3514)
O (2.8287, -1.4296, 3.1698)
O (-0.9978, -4.4663, -0.5509)
H (-3.9920, 3.4735, -2.5896)
C (2.5177, -0.1674, 2.7768)
H (-3.3734, 3.9889, 1.1633)
H (-1.4699, 5.2858, 0.0082)
H (-0.3626, -6.7528, 0.7814)
H (-2.3455, -5.6879, 0.4622)
C (-1.7576, 2.5099, 1.1303)
C (0.4273, -6.0272, 0.6545)
C (1.9746, -0.0752, 1.4855)
C (0.1894, -4.8278, 0.0012)
H (-1.9819, 4.4112, 2.1581)
H (1.8646, -7.2401, 1.6693)
C (-2.6015, 3.5830, 1.8157)
H (-0.9772, 2.1601, 1.8094)
C (2.5012, -4.2114, 0.3178)
H (2.5049, 3.1126, 3.6050)
N (1.8271, -1.2839, 0.7864)
Ge (4.5967, 3.8293, -1.3102)
H (0.2901, 6.3687, -1.4969)
H (-1.6968, -6.3547, -1.0632)
C (1.1563, -1.4448, -0.3647)
H (-1.5611, 3.0847, -2.6986)
H (-3.0553, -0.6590, -4.6851)
C (1.6464, 1.1690, 0.9880)
H (-0.8330, 5.3546, -2.3963)
H (1.0123, 0.1551, -3.6133)
H (-3.0941, 3.1611, 2.6915)
H (-2.8612, -5.0114, -1.0976)
P (-0.9053, 2.9841, -0.4259)
H (-3.2546, -2.5892, -0.4450)
H (3.5881, -2.6629, 4.5703)
H (-2.9213, -1.8377, 1.1318)
H (2.7293, -1.2571, 5.2396)
H (0.7948, 4.7702, -2.0210)
Mn (1.0941, 1.5342, -0.8395)
Cl (2.5348, 2.4551, -2.3825)
Cl (3.1890, 5.0879, -0.1094)
C (1.6951, -6.3029, 1.1571)
H (3.1126, 0.9171, 4.5264)
Cl (4.9964, 2.2426, 0.2017)
C (2.6927, 0.9790, 3.5335)
C (-1.0032, -0.1868, -4.3080)
H (-2.3579, 1.6283, 0.8827)
C (3.4111, -1.5979, 4.4585)
C (-2.5563, -0.9726, -2.6306)
H (-3.7836, -0.9163, -0.1237)
H (-3.2308, 4.6498, -1.5283)

Atom charges from the Mulliken analysis, given in e for atoms 1 to 4:
1 H 0.32
2 C 0.12
3 H -0.03
4 C -1.14

***

2.
# C28H37FN2O

C28H37FN2O in the gas phase (ωB97M-V/def2-TZVPD, the Open Molecules 2025 dataset).

Values from the calculation:
ΔE to the lowest compared entry with this formula, charge and spin	0.207	eV
HOMO level	-7.791	eV
total energy	-1373.81934	hartree
SMILES	CCCCCCN(CCCCCC)C(=O)Cc1c(-c2ccc(F)cc2)[nH]c2ccccc12
HOMO-LUMO gap	0.3100	Ha

Geometry (Å):
C (4.2833, -4.0706, 0.3043)
H (-3.8607, 2.4466, -0.9648)
H (-0.1199, 1.6881, 0.3575)
C (-3.6938, -2.6337, 0.9817)
H (4.5401, 2.6754, -0.3553)
H (3.1655, 4.5920, -1.2078)
H (-4.8627, 0.2480, 1.1770)
H (-4.8022, 2.8207, 1.1725)
C (-4.7700, 0.8650, 2.0712)
H (1.6981, 0.9769, -1.9932)
H (4.0403, 1.7221, -1.7510)
C (-4.0147, 0.0908, 3.1448)
N (-0.9530, 0.7218, -1.2657)
H (-1.6815, -3.9125, 3.4134)
H (-1.3806, 2.7567, -1.3491)
C (-0.2050, -2.1406, -0.3798)
C (4.3649, -1.8717, -0.6879)
C (3.0083, -1.7297, -0.4692)
C (-1.9822, -3.4405, 2.4895)
H (0.5413, 0.0872, 0.0357)
H (0.8700, -3.5414, 2.2982)
H (2.7436, 1.2443, 0.3376)
C (-1.0403, -3.0367, 1.5514)
C (3.7312, 2.5219, -1.0737)
H (-2.2246, 1.7354, -2.5373)
O (-2.0586, -0.5283, -2.7640)
H (2.1469, 2.9001, 0.3340)
C (-2.8272, 2.0381, 0.8735)
C (-4.0948, 2.1905, 1.7171)
H (-3.0730, -1.7722, -0.8765)
H (-3.8942, 0.6994, 4.0391)
C (-2.7655, -2.2172, 0.0560)
H (4.9423, -1.0854, -1.1479)
C (4.8382, 4.2680, -2.5181)
H (5.5945, 4.4597, -1.7598)
C (0.1951, 1.0079, -0.4371)
F (6.3125, -3.1868, -0.5065)
C (3.5364, 3.8086, -1.8728)
H (0.9394, 2.5423, -1.7485)
C (-3.3094, -3.2321, 2.1860)
C (-1.1358, -0.4154, -1.9760)
H (-4.5591, -0.8106, 3.4142)
C (0.8335, -2.6274, 0.3873)
C (-1.8959, 1.8051, -1.4965)
C (-0.1581, -1.5691, -1.7619)
H (-3.5604, 0.7312, -0.6849)
H (-5.7786, 1.0748, 2.4352)
N (0.3152, -3.1636, 1.5495)
H (4.7957, -4.9746, 0.5931)
C (4.9868, -3.0431, -0.2978)
H (-4.0703, -3.5453, 2.8855)
H (-4.7465, -2.5039, 0.7788)
H (-3.8440, 2.7089, 2.6462)
C (-3.1286, 1.7269, -0.5913)
H (4.6826, 5.1823, -3.0859)
C (1.3326, 1.6671, -1.2292)
C (2.9283, -3.9139, 0.5175)
C (-1.4111, -2.4107, 0.3379)
C (2.4806, 2.0841, -0.3110)
H (0.8529, -1.2650, -2.0286)
H (-2.2675, 2.9770, 0.9224)
C (2.2652, -2.7442, 0.1340)
H (-2.2041, 1.2496, 1.2970)
H (5.2184, 3.5054, -3.1943)
H (-0.4699, -2.3427, -2.4716)
H (2.7895, 3.6498, -2.6523)
H (-3.0304, -0.2089, 2.7940)
H (2.5305, -0.8077, -0.7506)
H (2.3704, -4.7236, 0.9644)

Atom charges from the natural (NBO) analysis, given in e for atoms 1 to 4:
1 C -0.28
2 H 0.20
3 H 0.21
4 C -0.23

***

3.
# C28H37N10O4RhS5

A molecular structure, C28H37N10O4RhS5 at a distorted geometry (ωB97M-V/def2-TZVPD, the Open Molecules 2025 dataset).

Values from the calculation:
ΔE to the lowest compared entry with this formula, charge and spin	0.582	eV
HOMO level (alpha / beta)	-2.148 / -2.831	eV
total energy	-4039.14351	hartree
net charge	-2
HOMO-LUMO gap (alpha / beta)	0.2215 / 0.2405	Ha
expectation value of S²	6.08
spin multiplicity	5

Geometry (Å):
H (4.9442, 0.2756, 3.2474)
C (-4.1737, 2.2207, 3.4582)
N (3.2990, -2.3716, -2.5230)
N (-1.1739, 3.1583, -1.5950)
H (2.5752, -2.8181, -1.9507)
H (-2.5242, -4.5043, -1.2427)
C (1.5334, -0.0889, 3.2603)
N (-3.6184, 1.2971, 2.6666)
C (3.6445, 0.8782, 4.9531)
H (3.8311, -1.6513, -2.0867)
H (2.3033, -4.1530, -3.2450)
H (-0.3262, 1.0783, 5.9106)
C (2.9311, -0.1194, 2.8202)
C (-3.3755, -3.7710, -1.2079)
H (-6.1675, -0.9446, 5.9706)
C (3.0949, 2.9056, -1.2117)
H (-1.8796, 3.8160, -3.4022)
H (-4.9617, -0.0722, 6.8918)
H (-2.6048, 2.1223, 1.1175)
H (3.4673, 2.5319, -0.2401)
H (1.1005, 3.3272, -0.6200)
C (1.4163, 3.5908, -2.7326)
N (1.5610, 3.7252, -4.9721)
H (-0.3472, 0.0336, -2.5414)
H (4.0269, -4.7267, -5.4729)
C (-5.7576, 0.0313, 6.0905)
C (-2.0109, 3.3429, -0.4783)
C (2.2708, 3.5433, -3.8162)
H (2.4645, -5.4993, -5.2331)
O (-5.0115, -2.4859, -2.7306)
C (-1.0839, 4.0369, -2.7085)
N (0.5248, -0.5812, 2.6552)
C (2.2775, 1.0488, 5.3286)
S (-0.2132, -2.3393, -0.6645)
C (-2.0025, 2.2519, 0.2523)
H (-1.9390, -2.3635, -2.6586)
H (4.9693, 2.3371, -2.1542)
Rh (-0.5899, -1.2980, 1.3486)
S (-4.0110, -3.5485, -2.8521)
N (0.2191, 3.9044, -3.3247)
H (-3.0913, -2.8470, -0.7606)
C (1.8002, 3.2846, -1.3974)
N (-4.5332, -0.3313, 4.0816)
H (-2.8567, -1.8495, -4.1384)
H (-5.3254, 2.7731, 5.1464)
C (-0.2566, 0.7092, 4.8785)
H (-0.6403, -0.2984, 4.7329)
C (1.1889, 0.6520, 4.5554)
S (4.7899, -1.9739, -4.7820)
C (-4.8137, 1.9464, 4.6438)
C (-0.7469, 1.8167, -1.4770)
C (3.1539, -0.7464, 1.5125)
H (-0.8049, 1.3030, 4.1964)
H (4.2722, 2.9500, -4.4372)
N (2.8762, -3.8518, -4.0374)
H (2.1006, 1.4887, 6.3075)
O (-0.2787, -4.9763, -0.0294)
H (4.3893, 1.1449, 5.6497)
H (-1.1913, 5.0905, -2.3525)
C (3.9056, 0.3640, 3.6550)
O (1.7666, -3.7703, 0.7571)
H (-6.5196, 0.7103, 6.4457)
C (3.9928, 2.7831, -2.3647)
H (-2.5973, 4.2176, -0.3089)
H (4.2377, -0.9382, 1.3002)
H (1.0734, 0.7986, -2.0329)
H (-4.0434, 3.2515, 3.1555)
C (3.5738, 3.1064, -3.6316)
H (-1.9534, -3.4580, -4.0909)
H (0.2587, 1.4411, -3.4073)
S (0.8077, -4.0444, -0.3070)
C (2.9686, -4.5391, -5.2782)
H (-4.1152, -4.3296, -0.5807)
N (-1.1743, 1.2995, -0.3290)
C (0.0835, 1.0108, -2.4087)
O (1.5141, -4.2999, -1.5836)
H (2.4955, -3.9381, -6.0668)
C (-5.0958, 0.5772, 4.8341)
N (0.3714, 3.9591, -4.6838)
C (3.6396, -2.8043, -3.7399)
C (-3.7290, -0.0101, 3.0369)
H (2.6320, -1.6742, 1.4845)
S (-2.9398, -1.3592, 2.2733)
H (2.6729, -0.0553, 0.7816)
C (-2.5406, -2.7033, -3.5099)

Atom charges from the Mulliken analysis, given in e for atoms 1 to 4:
1 H 0.26
2 C -0.04
3 N -0.18
4 N 0.55